(1)
This record from the Open Molecules 2025 dataset describes a structure of composition C3H4Br2Cl2O in a non-equilibrium geometry. The level of theory is ωB97M-V/def2-TZVPD.

XYZ file:
```
12
Properties=species:S:1:pos:R:3:forces:R:3
Br -0.919869 1.403781 1.876888 -0.449 0.041 -0.673
Br -2.364663 0.208973 -0.741423 0.751 0.108 0.473
Cl 0.452844 -1.705828 -1.010314 -0.417 0.002 0.225
Cl 1.520396 -0.337678 1.265323 1.570 -0.339 1.121
O -1.068252 -1.729843 1.799176 1.938 5.214 1.905
C 0.994672 0.860648 -1.044653 -0.719 2.299 1.105
C 0.485970 -0.176314 -0.060786 -1.129 0.198 -1.608
C -0.871414 0.262287 0.400510 -1.266 -2.631 2.318
H 0.242063 1.213250 -1.753551 0.163 -1.306 -0.772
H -1.423227 -2.276038 1.191904 -2.008 -3.095 -3.416
H 1.904955 0.398719 -1.375948 0.514 0.792 -0.804
H 1.046525 1.878043 -0.547127 1.053 -1.282 0.125
```
Positions in Å, forces in eV/Å.

* HOMO energy (alpha / beta): -9.2791 / -9.2686 eV
* energy above the lowest of the compared OMol25 structures with the same formula, charge and spin: 94.00 kcal/mol
* gap between HOMO and LUMO (alpha / beta): 7.4 / 7.4 eV

(2)
This record from the Open Molecules 2025 dataset describes a cluster of 2 separate species, C2H5O2S2 in total in a non-equilibrium geometry. The level of theory is ωB97M-V/def2-TZVPD.

XYZ file:
```
11
Properties=species:S:1:pos:R:3:forces:R:3
S 0.457276 2.251522 0.649009 0.338 0.165 0.214
S -0.721355 1.460911 -0.834112 0.056 -0.296 -0.198
O -2.897411 -2.393959 -0.077118 0.419 -0.088 -0.195
O -0.806559 -1.571350 -0.130037 -0.127 -0.114 0.663
C -1.999894 -1.831037 -0.655711 -0.239 -0.157 0.484
C 1.962591 1.185724 0.717477 -0.600 0.823 0.306
H 1.817906 0.389565 0.000633 0.088 -0.336 0.124
H 2.032754 0.881314 1.760053 0.130 -0.546 -0.136
H 2.852602 1.760010 0.482548 0.139 0.101 -0.248
H -2.101027 -1.546905 -1.702096 -0.050 0.356 -0.363
H -0.596884 -0.585795 -0.210646 -0.153 0.093 -0.649
```
Positions in Å, forces in eV/Å.

* total charge: -1
* HOMO energy: -2.8004 eV
* energy above the lowest of the compared OMol25 structures with the same formula, charge and spin: 9.33 kcal/mol
* gap between HOMO and LUMO: 6.4 eV

(3)
This record from the Open Molecules 2025 dataset describes a structure of composition C6H6O in a non-equilibrium geometry. The level of theory is ωB97M-V/def2-TZVPD.

XYZ file:
```
13
Properties=species:S:1:pos:R:3:forces:R:3
O 2.854309 0.762157 0.225042 0.057 0.503 -0.315
C -0.190263 -1.011488 0.960149 0.910 -0.898 0.414
C 2.031377 0.155199 -0.427604 -0.149 -0.375 1.711
C 0.961840 -0.635879 0.058074 -3.988 -0.631 0.770
C -1.407645 1.243932 0.082874 1.122 -0.790 1.677
C -0.969739 -0.207226 0.080069 2.218 0.979 -0.157
C -0.190281 -1.349328 -0.525889 -0.830 0.056 -1.078
H -1.242949 1.652818 -0.856141 -0.526 0.809 -1.952
H -2.398465 1.365526 0.512500 -0.275 -0.161 -0.494
H -0.467572 -2.122078 -1.303409 0.518 0.797 1.613
H -0.305598 -1.539194 1.888610 -0.003 -0.190 -0.073
H 2.087089 -0.180549 -1.427539 1.008 0.536 -2.161
H -0.762101 1.866106 0.733269 -0.061 -0.636 0.045
```
Positions in Å, forces in eV/Å.

* HOMO energy (alpha / beta): -7.9366 / -7.8561 eV
* energy above the lowest of the compared OMol25 structures with the same formula, charge and spin: 146.86 kcal/mol
* gap between HOMO and LUMO (alpha / beta): 7.7 / 7.4 eV

(4)
This record from the Open Molecules 2025 dataset describes a cluster of 11 separate species, C42H53Br3N6O17 in total in a non-equilibrium geometry. The level of theory is ωB97M-V/def2-TZVPD.

XYZ file:
```
121
Properties=species:S:1:pos:R:3:forces:R:3
Br -2.732370 -4.006380 3.664166 0.138 1.087 0.358
Br -2.979972 -0.785580 3.382233 -0.047 -0.142 0.411
Br -1.605052 -2.053691 6.090707 -0.739 -0.211 -0.637
O -0.564731 -2.081737 -1.035982 0.857 0.075 0.075
O 1.947343 -3.925137 5.323669 -1.331 -0.180 0.760
O -0.659822 1.911606 3.368328 0.143 0.224 0.347
O 1.281427 1.038976 -3.062399 0.141 -0.193 0.157
O -0.435621 6.225422 3.721955 0.129 -0.150 0.657
O 1.514247 -3.902470 -0.173779 0.704 -0.368 -0.919
O 1.617811 2.245069 0.439577 -0.481 0.638 0.635
O -0.648462 -7.318338 -5.742973 0.379 0.044 0.528
O 4.657591 -0.872502 -0.947976 -0.378 -0.750 -0.993
O -4.461592 -5.556260 -0.391303 0.382 0.679 -0.095
O -5.551641 -1.509330 -1.622677 0.058 0.145 0.578
O 3.068069 -0.709072 6.420832 0.566 -0.555 -0.260
O 0.701354 -2.500950 -3.412390 -0.450 -0.334 -0.084
O -1.865680 7.802024 -2.527233 -0.129 -0.181 -0.312
O 4.006328 5.790280 -3.641388 0.223 -0.524 -0.021
O -0.800075 0.992465 -0.987132 -0.032 1.123 0.965
O -3.018790 2.739749 -0.655057 0.453 0.068 0.134
N -4.593052 -0.581640 0.269943 -0.888 -0.786 0.307
N -3.595151 -3.513218 -1.053887 0.087 -0.810 0.405
N -4.389908 0.439905 -1.734396 -0.410 -0.904 0.234
N -2.300417 -5.050689 -0.000187 0.989 0.055 0.524
N 2.452014 -0.610704 -0.848852 -1.125 -0.472 -0.533
N 3.301189 -2.259893 -2.204237 -2.172 -0.627 -1.884
C 3.540196 -1.236886 -1.383617 1.842 1.339 2.568
C 0.775477 -4.520614 3.318567 -0.199 0.079 0.253
C -1.700396 4.130824 -2.130069 -0.883 0.724 -0.572
C 0.696687 -4.495926 1.936144 0.547 0.402 0.035
C -0.121728 3.744671 1.067825 -0.909 1.264 0.512
C 0.323575 1.363447 4.133879 -0.418 -0.463 -0.271
C 2.364576 0.092548 4.299524 0.026 0.196 0.328
C 1.387513 4.649422 3.199577 -0.012 0.188 0.731
C -0.887191 -5.752095 -3.906530 -0.229 0.002 -0.868
C 2.852759 -3.443126 1.786679 0.169 -0.010 0.280
C -2.006234 -2.232260 4.154882 0.668 -0.616 0.269
C 2.299345 4.454403 -2.541055 0.497 0.610 -1.210
C -3.020702 6.337203 -1.056551 0.064 0.273 -0.320
C 0.102028 5.158162 3.041679 -0.019 -0.116 -1.223
C -3.529962 -4.737399 -0.463162 -1.082 -0.425 -0.758
C 1.128974 3.230840 1.271512 1.178 -0.309 -0.403
C 1.875749 -3.955848 3.953854 0.672 0.048 -0.595
C 2.883772 -3.395361 3.170828 -0.128 -0.528 0.665
C -3.318954 5.069448 -0.609923 -0.732 0.282 0.251
C -0.697529 0.229882 0.182407 1.887 -1.542 -2.042
C -4.891572 -0.633388 -1.062100 0.010 0.753 -0.423
C -1.055926 -1.307516 0.004177 -1.250 0.131 0.714
C 2.962604 2.262426 -4.170979 -0.194 0.862 0.941
C -0.631349 4.690970 1.969080 -0.188 -0.187 -0.775
C 3.338007 4.586887 -3.481947 -1.489 -0.868 0.061
C 0.973851 -4.071906 -5.158161 -0.100 -0.557 0.135
C -0.252676 -6.158036 -5.071196 0.386 0.331 -0.804
C 0.920837 0.332519 6.220403 0.232 0.136 -0.667
C 2.083802 -0.144738 5.634693 -0.202 0.506 0.523
C -1.473804 5.418602 -2.650295 0.476 -0.674 0.902
C 1.727758 -3.977399 1.152791 -0.619 0.655 0.583
C -2.118876 6.497823 -2.087437 -0.009 0.457 0.125
C 1.903682 3.713197 2.327609 -0.045 -0.263 -0.245
C 0.303719 -3.653827 -4.005248 1.053 0.166 -0.156
C 1.914386 2.206122 -3.264683 -0.899 -0.751 0.558
C 0.029427 1.101267 5.458072 0.172 -0.838 0.785
C 3.586439 3.497148 -4.308786 0.926 0.189 -0.389
C 1.507156 3.304047 -2.505970 2.025 1.843 0.431
C 0.716616 -5.339348 -5.680538 -1.095 0.723 0.354
C 1.510806 0.907164 3.569117 0.308 -0.347 -0.157
C -2.692329 3.961368 -1.143544 0.687 -0.225 -0.438
C -0.644048 -4.475959 -3.431498 0.129 -0.346 1.003
H -3.958381 0.078154 0.677113 0.100 0.097 -0.207
H -0.199199 -4.778660 1.408863 -0.125 -0.295 0.168
H -2.210227 2.157790 -0.764138 0.351 -0.890 -0.273
H -2.157581 -1.319990 0.031940 -0.242 -0.191 -0.201
H 1.714149 -3.443303 -5.634901 -0.034 0.164 0.104
H 3.255055 -0.378949 3.905134 0.034 0.310 -0.299
H 0.878316 1.093900 -2.167866 -0.872 -0.565 -0.356
H -0.762537 -1.790474 0.958571 0.026 0.235 0.410
H 2.390557 -2.261325 -2.676181 0.193 0.053 0.534
H -4.720952 0.457876 -2.682453 0.296 0.570 -0.047
H 1.743517 1.182718 2.545810 -0.086 -0.450 0.018
H -1.613919 5.090736 1.749066 0.012 0.130 0.183
H -3.471525 7.235123 -0.653557 -0.161 -0.128 0.101
H -1.648510 -6.370991 -3.451240 0.066 -0.084 0.050
H -2.203039 7.822320 -3.429540 0.204 0.257 0.014
H -1.069371 -4.166531 -2.482090 -0.210 0.141 -0.160
H -4.121722 4.944265 0.107144 0.213 -0.182 0.203
H 1.481746 -0.879458 -1.007900 0.305 -0.236 -0.238
H -0.378465 1.909944 2.442576 -0.094 0.087 0.109
H -2.134279 -5.987476 0.315391 -0.063 0.041 -0.009
H 0.134202 -7.569722 -6.243686 -0.204 -0.232 -0.137
H 2.096117 5.333596 -1.940044 -0.185 -0.183 0.261
H 0.876856 -3.196027 -0.428172 -0.560 0.354 0.038
H 0.801879 1.931405 -0.009525 0.097 -0.513 -0.616
H 3.862605 -2.944400 -2.668994 1.214 0.499 0.655
H 2.906024 3.330680 2.466901 -0.032 -0.058 0.041
H -1.524274 -4.427208 -0.166637 0.080 -0.011 -0.082
H 4.795001 5.525492 -4.130726 0.066 0.468 0.040
H 1.974448 4.926286 4.070548 0.106 0.212 -0.117
H -1.141210 0.710703 1.066337 -0.533 -0.433 0.194
H 2.712212 -1.208097 7.160065 -0.355 0.070 -0.080
H 2.576736 0.186277 -0.256585 0.485 0.099 0.026
H 4.350102 3.598652 -5.080114 0.150 -0.007 0.126
H 0.831708 3.343450 -1.666979 -0.539 -0.869 -0.390
H -2.818895 -2.879776 -0.911395 -0.065 0.163 -0.418
H -0.069636 -4.921591 3.860705 0.181 -0.019 0.312
H 1.090242 -5.539097 -6.678260 0.172 -0.461 0.089
H -5.162827 -1.141018 0.878809 0.295 -0.205 0.049
H 3.722085 -3.028060 1.291496 -0.353 0.068 -0.561
H 0.031162 6.343870 4.556209 0.026 -0.030 -0.064
H -0.670265 5.614389 -3.349746 -0.124 -0.222 -0.241
H 0.258530 -2.441883 -2.525294 -0.447 0.823 0.168
H 2.804338 -3.950373 5.745183 0.487 0.110 -0.735
H -0.940278 1.357983 5.862909 -0.011 0.172 -0.068
H -4.443931 -3.230908 -1.515673 -0.009 0.271 0.287
H 3.385724 1.341022 -4.541180 -0.260 0.043 -0.491
H -0.993187 -2.174642 3.773298 -0.161 -0.205 -0.416
H -0.711238 3.516475 0.188589 0.145 -0.377 0.161
H -1.213807 3.283894 -2.593867 0.017 -0.174 0.274
H 3.704728 -2.942907 3.717553 0.171 0.061 -0.252
H -4.184254 1.242807 -1.160349 0.189 0.424 -0.814
H 0.760643 0.001389 7.239995 -0.403 0.428 0.107
H 0.373297 0.055067 0.417364 0.129 0.625 0.522
```
Positions in Å, forces in eV/Å.

* total charge: -2
* HOMO energy: -2.6057 eV
* gap between HOMO and LUMO: 5.9 eV